# 1
C24H66O9 | ωB97M-V/def2-TZVPD

XYZ file:
```
99
Properties=species:S:1:pos:R:3:forces:R:3
C -1.19111 -6.51288 30.36874 0.390 -0.436 0.240
C -1.92667 -6.72724 29.02994 1.497 0.821 0.440
C -1.41556 -7.91687 28.21703 -0.490 0.686 0.915
O -3.29047 -6.91108 29.26175 -0.883 -0.199 -0.224
H -0.26772 -7.09056 30.41056 0.089 -0.030 -0.009
H -1.79578 -6.83782 31.21543 -0.126 -0.206 -0.049
H -0.91594 -5.47899 30.57720 -0.106 0.112 -0.253
H -1.72511 -5.79710 28.49862 -0.358 0.118 -0.605
H -1.45811 -8.72960 28.94211 0.004 -0.545 -0.529
H -0.39051 -7.77074 27.87642 -0.082 0.033 0.032
H -2.09581 -8.03503 27.37359 0.160 -0.389 0.035
H -3.57707 -6.26359 29.91000 -0.096 0.034 0.005
C -7.84817 -2.75663 23.05806 0.149 -0.776 -0.145
C -7.06949 -1.45516 22.77358 0.447 -1.701 1.093
C -5.73371 -1.67141 22.03452 -0.181 0.209 0.385
O -7.94479 -0.70113 22.01771 -0.725 1.071 -0.858
H -7.22647 -3.58275 23.40318 0.428 0.040 -0.288
H -8.37006 -3.05866 22.15004 0.278 -0.111 -0.220
H -8.63776 -2.77018 23.80937 0.021 0.984 0.164
H -6.87927 -0.99990 23.74551 0.186 0.410 0.112
H -5.27928 -0.71324 21.78250 -0.403 0.322 -0.466
H -5.91058 -2.27399 21.14362 0.223 0.045 -0.047
H -4.91784 -2.07352 22.63518 -0.417 -0.658 0.253
H -7.45322 -0.04758 21.51488 -0.005 0.164 0.016
C 5.49649 -13.21846 16.51656 0.197 0.746 -0.066
C 5.43692 -11.73469 16.88723 -0.124 -0.158 1.297
C 5.57770 -11.60349 18.43092 -0.456 -0.010 -0.998
O 6.43691 -11.01227 16.24965 1.439 0.106 -1.056
H 6.47513 -13.62505 16.77161 0.029 -0.035 -0.049
H 5.31506 -13.33566 15.44819 -0.014 -0.195 0.065
H 4.73930 -13.73301 17.10818 -0.017 -0.150 -0.226
H 4.48873 -11.33666 16.52588 -0.455 -0.059 0.390
H 4.77260 -12.24338 18.79213 0.126 0.259 0.780
H 5.50508 -10.57248 18.77708 -0.477 0.033 -0.061
H 6.55606 -11.92537 18.78771 -0.043 -0.448 -0.248
H 6.26805 -10.06725 16.25396 -0.208 -0.083 0.174
C -2.01423 -13.62916 13.89704 0.678 0.176 0.209
C -3.06590 -14.67787 14.20865 -0.853 0.482 1.170
C -4.23750 -14.15442 14.98001 -0.805 1.609 0.741
O -3.63428 -15.17234 13.01613 0.689 -1.018 -0.512
H -1.07762 -14.06802 13.55314 -0.263 -0.159 -0.639
H -1.64292 -12.97216 14.68355 -0.570 -0.259 0.691
H -2.43758 -12.92640 13.17941 0.150 -0.113 -0.397
H -2.76434 -15.47607 14.88690 0.909 -0.531 -0.887
H -4.96267 -14.91720 15.26356 0.148 -0.147 -0.279
H -4.74222 -13.40559 14.36958 -0.325 0.057 -0.132
H -3.98537 -13.60894 15.88939 0.336 -0.125 0.196
H -3.88230 -14.40013 12.50255 -0.092 0.031 -0.161
C 8.60252 -4.74721 20.45253 -0.342 0.309 -0.011
C 7.12043 -4.33331 20.44353 1.414 0.671 1.699
C 6.91900 -3.05414 21.27193 0.016 0.041 -0.301
O 6.58934 -4.24251 19.17540 -1.314 -0.743 -1.157
H 9.14504 -4.07808 19.78467 0.207 -0.222 -0.235
H 8.69529 -5.79859 20.18035 0.202 0.152 -0.304
H 9.05455 -4.61780 21.43591 -0.154 -0.035 0.121
H 6.62661 -5.12843 21.00212 -0.614 -0.097 -0.474
H 5.92238 -2.63054 21.14780 -0.198 -0.351 0.141
H 7.58290 -2.24560 20.96600 0.356 -0.077 -0.063
H 7.11167 -3.28731 22.31911 -0.080 0.188 0.053
H 7.02537 -3.67318 18.53716 0.501 0.160 0.529
C -2.07129 -6.96974 17.72440 -0.483 -0.127 -0.601
C -0.84311 -6.51317 18.46915 0.249 -0.108 0.121
C -0.51449 -7.44455 19.62644 -0.145 0.568 0.594
O 0.29722 -6.49112 17.60183 -0.362 -0.294 -0.870
H -1.88633 -7.88651 17.16456 0.159 -0.099 0.073
H -2.48356 -6.25352 17.01367 0.380 0.225 -0.076
H -2.89857 -7.16737 18.40605 0.163 -0.068 0.264
H -0.98995 -5.48256 18.79223 -0.219 0.016 0.453
H -0.32214 -8.46416 19.29252 0.414 0.190 -0.166
H -1.27536 -7.53892 20.40120 -0.399 0.272 -0.184
H 0.32054 -6.96245 20.13477 0.431 -0.603 0.080
H 1.04818 -6.04423 17.99926 -0.178 0.033 0.308
C -6.95795 -1.87550 7.94536 0.442 -0.049 0.608
C -7.27870 -1.56351 9.43807 -1.000 -0.727 -0.199
C -6.91834 -2.71501 10.45496 -0.292 0.922 -0.758
O -6.71839 -0.33555 9.80374 1.551 0.828 -0.119
H -6.86610 -0.99561 7.30862 -0.197 0.312 0.406
H -7.71617 -2.50110 7.47437 -0.063 -0.139 0.302
H -5.99902 -2.38553 7.85351 0.054 -0.141 0.094
H -8.34038 -1.32090 9.48356 -0.523 -0.873 -0.011
H -5.93185 -3.12508 10.23872 -0.050 -0.061 -0.036
H -7.67277 -3.50152 10.47313 0.084 -0.092 -0.323
H -6.89777 -2.31608 11.46912 0.039 0.177 0.004
H -7.04506 -0.06200 10.66401 -0.045 -0.156 0.029
C 0.16122 -6.42313 7.93642 0.540 1.207 0.574
C 0.62426 -7.71218 8.57817 0.280 1.267 0.729
C 0.71446 -7.64334 10.10545 0.943 0.039 0.059
O -0.30442 -8.66178 8.29759 -1.773 -2.442 -0.588
H -0.79856 -6.08739 8.32910 -0.167 -0.327 0.034
H 0.09704 -6.45096 6.84867 0.070 -0.257 -0.031
H 0.85406 -5.62735 8.20995 0.181 0.181 -0.223
H 1.57533 -8.02171 8.14487 0.503 0.215 0.172
H 1.35780 -6.81328 10.39739 -0.201 0.244 0.070
H 1.21813 -8.51619 10.52080 -0.011 -0.262 -0.276
H -0.23768 -7.59782 10.63410 -0.177 0.306 -0.441
H -0.36484 -8.74203 7.34286 -0.191 -0.172 -0.076
O 0.49424 -1.94592 13.50758 -0.187 0.117 -0.029
H 1.34581 -1.72135 13.13258 0.194 0.092 -0.122
H 0.66719 -2.71285 14.05359 -0.010 -0.218 0.156
```
Positions in Å, forces in eV/Å.

Properties
total charge: 0
energy relative to the best compared isomer or geometry (same formula, charge and spin): 72.1 kcal per mole

Listed below, in e, are the Mulliken charges computed for each atom:
1. C -1.31
2. C 0.63
3. C -1.28
4. O -0.57
5. H 0.32
6. H 0.35
7. H 0.35
8. H 0.18
9. H 0.34
10. H 0.35
11. H 0.33
12. H 0.30
13. C -1.31
14. C 0.62
15. C -1.30
16. O -0.53
17. H 0.33
18. H 0.33
19. H 0.33
20. H 0.15
21. H 0.39
22. H 0.34
23. H 0.34
24. H 0.31
25. C -1.26
26. C 0.43
27. C -1.15
28. O -0.56
29. H 0.33
30. H 0.31
31. H 0.37
32. H 0.25
33. H 0.33
34. H 0.32
35. H 0.30
36. H 0.32
37. C -1.13
38. C 0.34
39. C -1.18
40. O -0.53
41. H 0.29
42. H 0.34
43. H 0.31
44. H 0.26
45. H 0.31
46. H 0.30
47. H 0.35
48. H 0.36
49. C -1.20
50. C 0.45
51. C -1.23
52. O -0.55
53. H 0.34
54. H 0.29
55. H 0.35
56. H 0.22
57. H 0.34
58. H 0.30
59. H 0.36
60. H 0.33
61. C -1.34
62. C 0.59
63. C -1.19
64. O -0.57
65. H 0.33
66. H 0.32
67. H 0.35
68. H 0.20
69. H 0.30
70. H 0.35
71. H 0.32
72. H 0.31
73. C -1.22
74. C 0.46
75. C -1.10
76. O -0.56
77. H 0.34
78. H 0.33
79. H 0.30
80. H 0.21
81. H 0.28
82. H 0.31
83. H 0.34
84. H 0.31
85. C -1.29
86. C 0.60
87. C -1.30
88. O -0.54
89. H 0.33
90. H 0.37
91. H 0.33
92. H 0.18
93. H 0.35
94. H 0.32
95. H 0.34
96. H 0.31
97. O -0.64
98. H 0.32
99. H 0.32

***

# 2
C24H67B3FI2N25O18 | ωB97M-V/def2-TZVPD

XYZ file:
```
140
Properties=species:S:1:pos:R:3:forces:R:3
C 0.60488 -7.71264 1.62850 0.343 1.484 0.006
C 1.18953 -7.71906 0.18112 -1.093 -0.735 -0.253
O 2.59288 -7.93935 0.07041 -0.329 0.203 0.682
C 3.36847 -7.28790 1.06755 1.049 0.591 -0.091
C 3.20750 -5.72823 1.14606 1.074 0.212 1.062
C 4.47886 -4.92587 0.63563 -0.294 -0.528 -0.341
C 4.28526 -4.24302 -0.75428 0.437 0.774 0.079
C 3.01478 -3.33609 -0.89794 0.664 -0.074 -0.164
B 2.90398 -2.12366 0.11584 -0.078 0.746 -1.061
O 3.64659 -1.94193 1.31307 -1.346 -1.324 0.360
B 2.75908 -1.67575 2.34948 0.530 2.363 -0.261
C 2.59792 -2.53082 3.70227 0.484 0.450 0.451
O 1.99725 -3.56469 3.62873 -0.393 -0.504 -0.389
N 3.08339 -2.10958 5.00970 1.379 -1.157 -1.091
C 3.10473 -3.31227 5.82432 1.808 1.335 -1.299
O 2.25796 -3.57905 6.54466 -2.201 -1.108 2.118
F 4.22099 -4.08613 5.70060 -0.417 0.832 -0.323
O 1.89259 -0.57909 2.16393 -0.510 -2.309 -0.224
B 1.15671 -0.94538 0.98119 0.240 1.399 -0.111
C -0.40258 -1.17250 1.10135 -0.863 -0.058 -0.162
I -0.95433 -3.24173 1.46742 0.849 0.821 -0.261
C -1.34464 -0.21698 1.01719 0.617 -0.400 0.378
C -0.90161 1.25587 0.78822 -1.589 -0.942 -0.056
I -3.42863 -0.72961 1.23712 0.940 0.739 -0.079
O 1.92182 -1.12287 -0.17395 -0.322 -1.582 1.409
H -0.48710 -7.92257 1.63066 0.817 -0.177 -0.063
H 1.17027 -8.34244 2.34653 -0.582 0.034 -0.660
H 0.70038 -6.66397 2.01675 -0.076 -0.827 -0.083
H 0.88946 -6.79493 -0.38048 0.270 -0.488 0.616
H 0.69347 -8.55732 -0.37018 0.632 0.537 0.289
H 4.43541 -7.47712 0.79017 -0.883 -0.040 0.048
H 3.27060 -7.74188 2.08737 -0.388 0.250 -0.816
H 3.14945 -5.48067 2.23677 -0.252 -0.220 -0.820
H 2.27293 -5.33128 0.70205 0.521 -0.456 0.138
H 5.36377 -5.60454 0.53144 -0.766 0.329 0.146
H 4.77707 -4.20226 1.43124 -0.351 -0.247 -0.837
H 4.34128 -4.96119 -1.60824 -0.191 0.276 0.845
H 5.17055 -3.56838 -0.90079 -0.596 -0.543 0.023
H 3.02714 -2.89611 -1.92930 -0.173 -0.267 0.758
H 2.06046 -3.92061 -0.84211 0.642 0.451 -0.010
H 4.03949 -1.76677 4.86563 -0.234 0.084 0.203
H -0.31379 1.62741 1.65063 -0.220 -0.252 -0.639
H -0.34208 1.28502 -0.16310 -0.227 0.228 0.744
H -1.83885 1.85197 0.69356 0.890 -0.148 0.000
C 8.27599 -4.78297 -2.69783 0.009 0.046 -0.428
O 7.93521 -5.95307 -2.62548 -0.018 0.016 0.163
N 8.55348 -4.02909 -1.59362 0.009 0.049 0.654
N 8.40706 -4.12785 -3.88034 0.143 -0.278 -0.186
H 8.83371 -3.06756 -1.63020 -0.008 -0.047 -0.056
H 8.46705 -4.47816 -0.69952 0.011 0.042 -0.075
H 8.20922 -4.64982 -4.72489 -0.151 0.266 0.140
H 8.68490 -3.16788 -3.95604 -0.020 -0.036 0.063
C -6.31556 0.95110 -1.33470 -0.079 0.062 -0.162
O -5.12971 0.64671 -1.33093 0.050 0.120 -0.123
N -7.15009 0.67507 -2.36454 -0.107 -0.006 -0.219
N -6.90808 1.60198 -0.28872 0.005 0.027 0.545
H -8.12787 0.92323 -2.37148 -0.057 -0.073 -0.052
H -6.76478 0.19623 -3.15797 -0.098 -0.013 0.074
H -6.32698 1.83037 0.49994 -0.012 0.068 -0.096
H -7.88134 1.86105 -0.27331 -0.033 -0.015 -0.153
C 1.44344 3.95066 -0.45018 0.002 0.036 -0.096
O 1.11081 2.77263 -0.40907 0.298 0.222 0.082
N 1.69477 4.69727 0.65833 -0.040 -0.136 0.234
N 1.57981 4.60890 -1.63202 -0.141 0.269 -0.282
H 1.96393 5.66498 0.63374 0.043 -0.028 0.013
H 1.59903 4.24244 1.54852 0.056 0.074 -0.051
H 1.39345 4.08191 -2.46617 0.233 0.002 0.051
H 1.84457 5.57802 -1.71203 0.071 -0.012 -0.167
C -8.54983 -0.50926 2.73942 0.074 0.032 -0.121
O -8.62486 0.64188 3.13785 -0.050 0.020 0.016
N -7.96708 -0.83766 1.55526 0.177 0.077 -0.193
N -9.04548 -1.56437 3.44969 -0.219 -0.130 0.339
H -7.89564 -1.77594 1.20884 -0.031 0.023 0.046
H -7.58997 -0.08292 1.00328 -0.025 -0.088 -0.066
H -9.48294 -1.35886 4.32985 0.050 -0.015 -0.070
H -8.99459 -2.51684 3.14153 0.030 0.054 -0.021
C -9.59536 1.04498 -5.37775 0.056 0.024 -0.043
O -9.38566 0.50921 -4.30195 -0.108 -0.025 -0.065
N -10.34642 2.17706 -5.49867 -0.261 0.180 0.173
N -9.09700 0.55910 -6.54847 0.188 -0.221 -0.141
H -10.53065 2.63351 -6.37229 0.031 -0.033 0.021
H -10.72885 2.56682 -4.65434 0.110 0.054 -0.058
H -8.53845 -0.27438 -6.49777 -0.054 0.060 -0.013
H -9.25713 0.98428 -7.44232 -0.002 0.006 0.047
C -11.35671 1.94294 -1.33052 -0.126 -0.012 0.066
O -10.17892 1.63474 -1.33722 0.405 0.063 0.122
N -12.18777 1.65091 -2.37163 -0.017 -0.032 -0.499
N -11.94023 2.59895 -0.29039 0.078 0.159 0.258
H -13.16111 1.89074 -2.39360 0.034 -0.022 0.068
H -11.78515 1.16153 -3.15411 0.022 -0.126 0.153
H -11.35462 2.82765 0.49401 -0.057 -0.052 -0.032
H -12.90804 2.85955 -0.26773 0.032 -0.039 -0.022
C 2.12676 1.97374 7.29077 -0.158 -0.158 -0.043
O 1.99161 3.14970 7.59706 0.036 -0.023 0.063
N 2.63381 1.59897 6.08568 0.257 0.075 -0.327
N 1.78849 0.95048 8.11994 -0.064 -0.044 0.303
H 2.75860 0.64537 5.80139 -0.102 -0.065 0.019
H 2.89459 2.33411 5.45290 -0.069 -0.076 0.013
H 1.41125 1.19427 9.01840 0.004 -0.025 -0.083
H 1.89377 -0.01878 7.88204 -0.036 0.041 -0.055
C 0.82247 7.02207 -4.30778 0.018 -0.009 0.066
O 1.77085 7.24444 -3.56758 0.034 -0.069 0.060
N -0.13125 6.10021 -4.01040 -0.249 -0.402 0.090
N 0.64249 7.67542 -5.48730 0.147 0.284 -0.233
H -0.92091 5.89846 -4.60152 0.021 -0.003 -0.047
H -0.02954 5.59855 -3.14500 -0.133 0.152 0.023
H 1.32885 8.36401 -5.73920 -0.055 -0.059 0.031
H -0.12845 7.50532 -6.10624 0.009 -0.064 0.062
C 4.37999 6.20218 2.96725 0.010 -0.099 0.163
O 3.80529 7.24193 2.68918 -0.089 0.018 -0.123
N 5.59113 5.86731 2.44094 0.265 0.077 -0.310
N 3.86113 5.28431 3.83035 -0.505 -0.206 -0.125
H 6.07731 5.01757 2.65730 -0.033 0.052 0.107
H 6.00879 6.51960 1.80174 -0.045 -0.048 0.064
H 2.96991 5.49560 4.24297 0.132 0.052 0.066
H 4.31955 4.42585 4.07286 0.202 0.201 0.198
C 5.64636 4.88324 7.43716 -0.167 -0.101 0.133
O 5.87576 4.71423 6.24737 0.073 -0.066 -0.075
N 4.60370 4.28770 8.07034 0.202 -0.179 -0.165
N 6.42063 5.68491 8.22472 0.361 0.223 -0.055
H 4.39475 4.41120 9.04279 -0.047 0.044 -0.060
H 4.00949 3.69328 7.51850 -0.254 0.191 0.194
H 7.20075 6.14148 7.78726 -0.077 -0.018 0.036
H 6.25128 5.83794 9.20063 -0.045 -0.027 -0.049
C 6.20159 -4.97052 -7.02156 -0.132 -0.129 0.004
O 7.14860 -4.74684 -6.28566 0.036 0.045 -0.303
N 5.24039 -5.88189 -6.71471 -0.083 -0.228 0.258
N 6.02871 -4.32691 -8.20937 0.158 0.267 -0.211
H 4.45379 -6.08258 -7.30282 0.045 0.035 0.001
H 5.33800 -6.37527 -5.84378 0.004 0.041 -0.057
H 6.72118 -3.64659 -8.46702 -0.058 -0.059 0.015
H 5.25817 -4.49584 -8.82791 0.015 -0.018 0.055
C -2.77590 3.53361 -5.08313 -0.116 -0.057 0.001
O -2.48510 4.25385 -6.02847 0.069 0.175 0.063
N -1.84982 3.09712 -4.18810 0.388 0.025 0.214
N -4.04674 3.11032 -4.84470 -0.294 -0.019 -0.114
H -2.06285 2.50804 -3.40323 -0.032 0.008 -0.025
H -0.90034 3.39097 -4.33486 -0.057 -0.109 -0.029
H -4.75810 3.41403 -5.48494 0.063 -0.014 0.062
H -4.30365 2.51998 -4.07352 0.040 0.007 0.026
```
Positions in Å, forces in eV/Å.

Properties
total charge: 0

Atomic partial charges in e from the Mulliken method, atoms 1 to 99:
1. C -0.78
2. C -0.23
3. O -0.45
4. C -0.72
5. C 0.37
6. C -0.68
7. C -0.70
8. C -0.81
9. B 0.16
10. O -0.10
11. B 0.08
12. C 0.39
13. O -0.44
14. N -0.27
15. C 0.58
16. O -0.37
17. F -0.24
18. O -0.05
19. B -0.38
20. C -0.03
21. I -0.03
22. C 0.20
23. C -0.74
24. I 0.04
25. O 0.08
26. H 0.34
27. H 0.28
28. H 0.10
29. H 0.21
30. H 0.36
31. H 0.38
32. H 0.24
33. H -0.13
34. H 0.06
35. H 0.51
36. H 0.24
37. H 0.35
38. H 0.25
39. H 0.41
40. H 0.32
41. H 0.34
42. H 0.18
43. H 0.24
44. H 0.40
45. C 0.72
46. O -0.67
47. N -0.40
48. N -0.36
49. H 0.15
50. H 0.22
51. H 0.31
52. H 0.13
53. C 0.55
54. O -0.65
55. N -0.22
56. N -0.34
57. H 0.21
58. H 0.15
59. H 0.20
60. H 0.20
61. C 0.51
62. O -0.59
63. N -0.29
64. N -0.40
65. H 0.17
66. H 0.18
67. H 0.17
68. H 0.17
69. C 0.62
70. O -0.67
71. N -0.29
72. N -0.39
73. H 0.17
74. H 0.16
75. H 0.23
76. H 0.16
77. C 0.69
78. O -0.64
79. N -0.36
80. N -0.44
81. H 0.17
82. H 0.21
83. H 0.22
84. H 0.15
85. C 0.61
86. O -0.56
87. N -0.42
88. N -0.41
89. H 0.15
90. H 0.20
91. H 0.23
92. H 0.16
93. C 0.68
94. O -0.70
95. N -0.16
96. N -0.34
97. H 0.18
98. H 0.09
99. H 0.21

***

Computed HOMO-LUMO gap (eV) in order:
10.244 8.350
Computed energy (eV) in order:
-44382.944 -121048.572